(1)
Molecular formula: C55H73F3NNbO6PS2
Method: DFT, the ωB97M-V functional and the def2-TZVPD basis

Kohn-Sham gap in Eh: 0.191
Total charge: -1

Geometry as XYZ:
```
142
Properties=species:S:1:pos:R:3:mulliken_charge:R:1
H 1.3648 -3.9813 5.8419 0.403
H 0.9409 5.4018 -2.9229 0.308
H -5.1480 1.3538 -0.3064 0.208
C -1.7102 -5.6567 -0.4846 -0.431
C -1.9359 2.1072 -1.5203 1.908
H 0.1016 6.7280 -0.9323 0.345
Nb -0.3574 3.2203 -4.2276 -0.748
H 2.4012 -0.7099 -8.7077 0.373
O -0.1919 2.1877 -7.4174 -0.613
C 4.8501 -3.2518 -0.4711 -0.506
C 1.8975 -2.5996 7.4072 -0.428
H -4.3376 -8.0676 1.0360 0.348
H -0.1416 3.3970 1.2202 -0.403
C 2.4870 -2.4477 8.6624 -0.469
C -1.1869 1.4201 8.1203 -0.198
C 4.3014 -1.6807 -2.2226 -0.314
C 1.8189 -3.8634 6.8227 -0.429
H 5.4588 -3.5332 0.3837 0.390
H -2.4498 4.4213 0.9487 -0.093
H -1.7998 0.0846 -0.2610 0.303
O -0.4337 0.1767 -5.8683 -0.663
C -3.6010 -7.3918 0.6094 -0.381
C -1.3452 -6.9581 -0.1390 -0.327
F -3.4005 0.2603 -6.1507 -0.236
H -0.2615 1.3577 7.5544 0.290
C 1.0310 2.8033 4.8670 -0.284
H -1.8136 3.0297 3.0169 0.332
N -1.4968 4.7398 -5.2859 -0.659
H -4.2642 3.9056 1.0546 0.286
C -2.0589 7.0940 -0.2992 -0.565
H 2.6650 -2.2387 -3.5087 0.465
H 0.2857 0.5858 -8.7675 0.438
H -2.6877 2.7271 -0.8549 -0.382
C 1.9775 1.7445 -0.7850 0.818
C -3.0250 0.3346 9.2511 -0.409
H -1.2190 3.5746 8.1263 0.392
O -3.4259 6.8447 -0.7782 -0.437
H 1.3600 2.6306 5.8881 0.359
H -3.3252 3.7171 9.4311 0.352
H -2.4723 4.7772 -4.8758 0.193
C -3.8542 5.4540 -0.5678 0.218
H -1.1094 0.5900 -10.8198 0.403
C -2.7492 1.5553 -6.5336 0.497
H 2.5015 2.9603 -6.0102 0.001
C -2.9080 2.7463 9.1767 -0.380
H 2.2579 -5.9617 7.0415 0.442
F -2.8601 1.6303 -8.0299 -0.236
H -2.0037 -8.8354 0.6881 0.362
C -3.0207 -5.2239 -0.2841 -0.524
H 1.0645 -5.3252 1.2500 0.479
H 3.1637 1.5458 -2.7214 0.303
C -0.9104 6.0950 -0.9046 0.219
C -2.2052 2.4384 -3.1231 -0.516
H -3.4465 4.7269 -1.4108 -0.177
H 1.5484 0.6538 -0.7453 0.220
H 2.8842 -3.8260 2.0245 0.553
C 0.2298 -0.6913 -11.9190 -0.324
C -4.2963 0.5752 -0.0896 -0.406
C -1.8391 0.2541 8.5219 -0.477
C 1.5481 3.2334 2.5468 -0.374
H 3.9387 1.2456 -0.5956 0.309
C -3.9674 -6.0922 0.2587 -0.372
C 1.4485 -6.8215 2.7519 -0.188
H 2.4432 3.3059 -2.5285 0.057
C 2.2032 2.1652 -2.3840 -0.050
H -1.9678 7.1447 0.8902 0.210
H 2.6131 4.8781 -4.6329 0.058
H 3.4545 -3.4412 10.3112 0.352
C 2.3213 -4.9765 7.4961 -0.251
C 2.2068 -1.4160 -10.7343 -0.324
C -0.7527 3.0257 3.2528 -0.704
C -3.5445 4.8437 0.9212 -0.574
H 1.7475 -1.9645 -12.7666 0.331
H 2.2804 3.4013 1.7609 0.434
C 2.9059 -4.8253 8.7538 -0.527
P 1.7433 4.0830 -5.4754 0.171
S 1.0597 5.2482 -6.9271 -0.375
H 1.3821 0.9506 -4.1603 0.464
H -0.3252 -7.2969 -0.2986 0.490
C 3.2798 -2.5244 -2.6595 -0.492
H 3.0314 3.0142 4.0943 0.372
H -1.4228 -0.7168 8.2663 0.415
C -2.2897 -7.8235 0.4124 -0.428
C 2.9928 -3.5602 9.3341 -0.292
H 1.2261 2.4452 -0.2249 -0.859
O 3.2991 1.8528 -0.1132 -0.559
H -0.3817 -0.6907 -12.8171 0.346
H 1.5010 -1.7335 6.8847 0.476
H -1.6297 -0.1734 -2.1269 0.277
H 2.0493 -8.1265 4.3577 0.381
C 5.0870 -2.0455 -1.1296 -0.460
H -1.7757 8.1947 -0.6630 0.350
H -1.0705 5.6687 -4.9904 0.267
O -3.6393 0.2000 -1.3790 -0.385
H -2.6264 1.4954 -3.7000 0.328
H -3.0245 3.2810 -3.1897 0.119
C 0.0152 4.7371 -2.5694 -0.164
C 1.4251 -1.4091 -11.8892 -0.410
H 4.4846 -0.7395 -2.7342 0.452
C 2.7010 -4.7671 2.5361 -0.447
H -0.7372 5.2461 -0.1182 -0.261
C -0.1798 0.0274 -10.7956 -0.554
H 3.1370 -1.9774 -10.7104 0.339
H -3.5307 1.1165 0.6328 0.092
C 2.2317 -7.1845 3.8472 -0.507
C 0.6037 0.0236 -9.6420 -0.006
H -4.9896 -5.7565 0.4097 0.355
O -1.1388 5.6367 -2.2833 -0.313
H 3.8583 -6.6197 5.1424 0.517
C 0.1870 3.2336 2.2428 0.768
C 0.9430 1.6094 -3.2753 0.188
C 3.4866 -5.1320 3.6290 -0.617
C 3.0489 -3.7350 -2.0067 -0.497
H -4.4778 1.6426 10.1570 0.349
H 0.3725 4.1274 -1.6234 0.097
H -4.6835 -0.4235 0.3870 0.248
H 3.2941 -5.6928 9.2804 0.356
H -0.8289 2.3544 -1.2049 -0.962
H 5.8842 -1.3886 -0.7903 0.379
H -3.5345 -0.5741 9.5617 0.359
H 0.3289 0.8532 -2.5960 -0.514
H 0.6569 -7.4822 2.4073 0.379
C 1.6793 -5.6109 2.0992 -0.513
H 2.5519 -1.4624 9.1165 0.360
H 4.2838 -4.4751 3.9684 0.370
H -0.9731 -4.9806 -0.9098 0.445
H 2.2574 -4.3957 -2.3514 0.398
H 3.6497 -5.0400 -0.4009 0.495
H -3.3046 -4.2091 -0.5519 0.470
C 1.9706 3.0167 3.8580 -0.615
H -1.0628 2.6533 5.3520 0.263
C 3.2497 -6.3383 4.2875 -0.411
F -3.5715 2.6540 -5.9767 -0.205
C -1.7240 2.6657 8.4443 -0.322
C 1.7943 -0.7017 -9.6090 -0.550
C -2.1804 0.4732 -1.3074 -0.875
C -3.5573 1.5802 9.5830 -0.363
H -5.0397 5.4489 -0.7071 0.317
C 3.8321 -4.0981 -0.9115 -0.295
C -0.3304 2.8128 4.5647 -0.223
S -0.9219 1.6430 -6.1302 1.078
H -3.8049 5.5825 1.7924 0.362
```

---

(2)
Molecular formula: C16H6Cl3F5GeIO4S2Sn
Method: DFT, the ωB97M-V functional and the def2-TZVPD basis

Relative energy (zero: lowest compared OMol25 entry of this formula, charge and spin) in eV: 0.1278
Expectation value of S²: 0.7544
Kohn-Sham gap (alpha / beta) in Eh: 0.282 / 0.254
Spin multiplicity: 2

Geometry as XYZ:
```
39
Properties=species:S:1:pos:R:3:lowdin_spin:R:1
Sn 0.5384 -0.3262 -1.5797 0.399
O -1.0560 -4.0770 -2.8531 0.003
C 0.0796 3.5317 0.8651 -0.001
C -2.1452 4.0580 0.1714 0.000
C -1.9746 3.2705 -0.9532 0.009
Cl -2.4722 -2.1365 -5.4555 0.001
H 1.0543 -1.4548 4.8417 0.000
H -1.8397 0.2243 0.0411 0.002
H -2.5994 0.1425 2.3826 0.001
C -1.5771 -0.1202 2.1443 0.004
F -3.2993 4.6840 0.3842 0.000
C -0.7235 -0.5404 3.1147 -0.003
H -1.0528 -0.6204 4.1438 0.000
C 1.4588 -1.3775 3.8397 0.000
C -1.1164 4.1888 1.0870 0.003
H 3.3779 -2.1287 4.3681 0.000
O 0.7200 -2.8878 -1.5631 0.059
C 1.0935 -0.7761 1.4766 0.005
S -0.3863 -2.8599 -2.5193 0.022
C 0.6162 -0.8946 2.8086 0.002
I 3.4231 -0.7759 -0.5428 0.122
F -1.2789 4.9331 2.1741 0.001
F 1.4026 2.1348 -0.4470 0.000
C 2.4707 -1.1114 1.2783 0.007
C -0.7855 2.5986 -1.2094 0.020
C 2.7422 -1.7421 3.5826 0.001
C 3.2626 -1.5924 2.2792 0.003
Cl 0.6665 -1.5905 -6.8111 0.001
F -2.9978 3.1644 -1.7990 0.004
C 0.2275 2.7674 -0.2753 0.004
C -1.1249 -0.0561 0.8090 0.008
Cl -0.2031 -4.7915 -5.9662 0.001
O -1.2631 -1.7129 -2.1283 0.037
Ge -0.4614 -2.7653 -5.4538 0.002
H 4.2955 -1.8462 2.0847 0.002
O 0.3090 -2.3466 -3.8867 0.030
S -0.6216 1.5660 -2.6445 0.181
C 0.1675 -0.3706 0.4676 0.071
F 1.0728 3.6374 1.7436 -0.001
```